Entry 1:
Molecular formula: C20H63BN27O15
Method: DFT, wB97M-V/def2-TZVPD

Last columns: bonded neighbours and bond lengths (Å).
Atoms and positions in Å:
1 C 0.8599 -2.9769 0.3845  C2 1.559, H20 1.116, H21 1.109, H22 1.104
2 C 1.4252 -2.1670 -0.8213  C1 1.559, O3 1.210, O4 1.367
3 O 1.3854 -2.6350 -1.9366  C2 1.210
4 O 1.9760 -0.9611 -0.4885  C2 1.367, C5 1.439
5 C 2.2362 -0.1231 -1.6287  O4 1.439, C6 1.581, H23 1.105, H24 1.109
6 C 2.0152 1.3671 -1.1484  C5 1.581, C7 1.563, H25 1.113, H26 1.111
7 C 0.5357 1.7584 -1.4654  C6 1.563, N8 1.506, H27 1.112, H28 1.118
8 N -0.4272 0.6451 -1.1448  C7 1.506, C9 1.416, H29 1.025
9 C -1.6064 0.8131 -1.9103  N8 1.416, N10 1.412, N11 1.307
10 N -2.6158 1.6800 -1.4365  C9 1.412, H30 1.025, H31 1.021
11 N -1.7935 0.1826 -3.0396  C9 1.307, N12 1.409, B15 1.544
12 N -0.7552 -0.6791 -3.4465  N11 1.409, C13 1.262
13 C -0.7138 -0.8449 -4.6970  N12 1.262, O14 1.158
14 O -0.8406 -1.2297 -5.7815  C13 1.158
15 B -3.0656 0.3694 -3.8947  N11 1.544, O16 1.407, N17 1.454
16 O -2.9971 1.3707 -4.8808  B15 1.407, H32 0.977
17 N -4.2816 -0.4105 -3.7309  B15 1.454, C18 1.491, C19 1.486
18 C -4.1160 -1.8271 -4.1650  N17 1.491, H33 1.121, H34 1.114, H35 1.125
19 C -4.8887 -0.2943 -2.3793  N17 1.486, H36 1.114, H37 1.113, H38 1.114
20 H 1.6054 -2.8505 1.2056  C1 1.116
21 H -0.1296 -2.5970 0.7097  C1 1.109
22 H 0.8517 -4.0319 0.0591  C1 1.104
23 H 1.5400 -0.2884 -2.4701  C5 1.105
24 H 3.2988 -0.2404 -1.9248  C5 1.109
25 H 2.2582 1.4627 -0.0663  C6 1.113
26 H 2.7168 2.0039 -1.7289  C6 1.111
27 H 0.4488 2.0456 -2.5358  C7 1.112
28 H 0.2910 2.6578 -0.8474  C7 1.118
29 H -0.6516 0.7155 -0.1475  N8 1.025
30 H -2.4379 1.7855 -0.4328  N10 1.025
31 H -2.6043 2.5757 -1.9267  N10 1.021
32 H -2.9148 0.9146 -5.7410  O16 0.977
33 H -3.0478 -2.1591 -4.2376  C18 1.121
34 H -4.6256 -2.5468 -3.4840  C18 1.114
35 H -4.5711 -1.9325 -5.1885  C18 1.125
36 H -4.2403 -0.7184 -1.5789  C19 1.114
37 H -5.1164 0.7825 -2.2116  C19 1.113
38 H -5.8722 -0.8167 -2.4179  C19 1.114
39 C -3.5152 1.2679 2.4615  O40 1.226, N41 1.359, N42 1.360
40 O -2.6723 1.9410 1.8785  C39 1.226
41 N -4.8122 1.6593 2.5689  C39 1.359, H43 1.003, H44 1.005
42 N -3.2190 0.0786 3.0502  C39 1.360, H45 1.005, H46 1.003
43 H -5.5173 1.1273 3.0437  N41 1.003
44 H -5.0635 2.5367 2.1492  N41 1.005
45 H -2.2664 -0.2364 2.9965  N42 1.005
46 H -3.8913 -0.4860 3.5351  N42 1.003
47 C 1.8892 -5.3540 3.3542  O48 1.226, N49 1.362, N50 1.355
48 O 2.4577 -4.4008 2.8323  C47 1.226
49 N 1.9425 -6.6097 2.8304  C47 1.362, H51 1.004, H52 1.004
50 N 1.1543 -5.2474 4.4875  C47 1.355, H53 1.004, H54 1.010
51 H 1.4848 -7.4046 3.2397  N49 1.004
52 H 2.4714 -6.7300 1.9851  N49 1.004
53 H 1.0927 -4.3399 4.9115  N50 1.004
54 H 0.6778 -6.0291 4.9142  N50 1.010
55 C 2.4827 5.0901 -1.8528  O56 1.223, N57 1.355, N58 1.367
56 O 2.3655 4.7849 -0.6743  C55 1.223
57 N 3.6910 5.2689 -2.4401  C55 1.355, H59 1.003, H60 1.011
58 N 1.4040 5.2752 -2.6722  C55 1.367, H61 1.004, H62 1.003
59 H 3.8125 5.5184 -3.4038  N57 1.003
60 H 4.5092 5.1407 -1.8608  N57 1.011
61 H 0.4939 5.1576 -2.2652  N58 1.004
62 H 1.4763 5.5284 -3.6400  N58 1.003
63 C -6.9329 -3.4802 -6.8447  O64 1.225, N65 1.360, N66 1.360
64 O -6.3287 -2.8133 -6.0142  C63 1.225
65 N -6.7304 -3.3400 -8.1826  C63 1.360, H67 1.003, H68 1.004
66 N -7.8562 -4.4157 -6.4967  C63 1.360, H69 1.004, H70 1.003
67 H -7.2144 -3.8756 -8.8785  N65 1.003
68 H -6.0556 -2.6571 -8.4759  N65 1.004
69 H -8.0314 -4.5453 -5.5166  N66 1.004
70 H -8.3625 -4.9725 -7.1593  N66 1.003
71 C -0.5696 -8.4103 0.0620  O72 1.223, N73 1.364, N74 1.359
72 O -0.7656 -9.0360 1.0939  C71 1.223
73 N -0.1441 -7.1145 0.0649  C71 1.364, H75 1.003, H76 1.006
74 N -0.7585 -8.9469 -1.1725  C71 1.359, H77 1.004, H78 1.005
75 H 0.0252 -6.5826 -0.7691  N73 1.003
76 H 0.0051 -6.6843 0.9617  N73 1.006
77 H -1.0728 -9.8993 -1.2149  N74 1.004
78 H -0.6081 -8.4420 -2.0283  N74 1.005
79 C 2.5261 7.7475 2.3063  O80 1.225, N81 1.362, N82 1.356
80 O 2.3126 7.1323 3.3435  C79 1.225
81 N 2.8577 9.0682 2.2932  C79 1.362, H83 1.003, H84 1.004
82 N 2.4526 7.1549 1.0883  C79 1.356, H85 1.007, H86 1.003
83 H 3.0388 9.5902 1.4559  N81 1.003
84 H 2.9241 9.5330 3.1806  N81 1.004
85 H 2.2086 6.1779 1.0632  N82 1.007
86 H 2.6297 7.6312 0.2240  N82 1.003
87 C 6.7923 10.0517 1.8817  O88 1.219, N89 1.363, N90 1.364
88 O 6.7084 10.0958 0.6660  C87 1.219
89 N 6.1887 9.0790 2.6214  C87 1.363, H91 1.003, H92 1.004
90 N 7.4936 10.9731 2.6027  C87 1.364, H93 1.004, H94 1.002
91 H 6.2399 9.0239 3.6210  N89 1.003
92 H 5.6634 8.3848 2.1208  N89 1.004
93 H 7.9509 11.7046 2.0889  N90 1.004
94 H 7.5753 10.9550 3.6015  N90 1.002
95 C -1.7877 -5.5990 -2.9859  O96 1.220, N97 1.363, N98 1.362
96 O -1.5501 -6.7766 -3.2002  C95 1.220
97 N -3.0056 -5.1656 -2.5528  C95 1.363, H99 1.002, H100 1.005
98 N -0.8539 -4.6226 -3.1581  C95 1.362, H101 1.005, H102 1.003
99 H -3.2215 -4.2044 -2.3690  N97 1.002
100 H -3.7164 -5.8616 -2.4128  N97 1.005
101 H 0.0565 -4.9084 -3.4732  N98 1.005
102 H -1.0211 -3.6498 -2.9807  N98 1.003
103 C -0.4304 5.2569 4.9948  O104 1.220, N105 1.360, N106 1.369
104 O 0.0748 4.4225 4.2616  C103 1.220
105 N 0.0603 6.5179 5.1314  C103 1.360, H107 1.002, H108 1.013
106 N -1.5430 4.9878 5.7458  C103 1.369, H109 1.003, H110 1.002
107 H -0.3508 7.2075 5.7314  N105 1.002
108 H 0.8838 6.7623 4.5954  N105 1.013
109 H -1.9333 4.0663 5.6717  N106 1.003
110 H -1.9774 5.6536 6.3562  N106 1.002
111 C 0.2843 -8.5824 6.5204  O112 1.226, N113 1.358, N114 1.360
112 O 0.8809 -7.6312 6.0284  C111 1.226
113 N 0.3084 -9.8229 5.9682  C111 1.358, H115 1.003, H116 1.005
114 N -0.4485 -8.4709 7.6603  C111 1.360, H117 1.004, H118 1.003
115 H -0.1719 -10.6137 6.3543  N113 1.003
116 H 0.8404 -9.9408 5.1243  N113 1.005
117 H -0.4853 -7.5667 8.0956  N114 1.004
118 H -0.9432 -9.2344 8.0812  N114 1.003
119 C 5.7665 3.4542 0.3190  O120 1.223, N121 1.366, N122 1.358
120 O 6.3056 4.4112 -0.2181  C119 1.223
121 N 5.9121 2.1764 -0.1406  C119 1.366, H123 1.003, H124 1.004
122 N 4.9786 3.5783 1.4175  C119 1.358, H125 1.005, H126 1.003
123 H 5.4812 1.3782 0.2868  N121 1.003
124 H 6.4914 2.0435 -0.9501  N121 1.004
125 H 4.8456 4.5041 1.7848  N122 1.005
126 H 4.5280 2.8064 1.8716  N122 1.003

Summary:
largest force on an atom: 2.60 eV/Å
E_tot: -93389.81747 eV
gap between HOMO and LUMO: 7.550 eV
charge: +1
HOMO energy: -0.3904 Ha

---

Entry 2:
Molecular formula: C20H63N5O9
Method: DFT, wB97M-V/def2-TZVPD

Last columns: bonded neighbours and bond lengths (Å).
Atoms and positions in Å:
1 C -5.8574 3.6773 -3.0267  C2 1.523, H7 1.090, H8 1.090, H9 1.090
2 C -4.9465 3.7423 -1.8080  C1 1.523, C3 1.611, N6 1.467, H10 1.090
3 C -3.8086 2.6055 -1.8956  C2 1.611, O4 1.424, H11 1.090, H12 1.090
4 O -3.3122 2.4735 -0.5674  C3 1.424, C5 1.411
5 C -2.2081 1.5944 -0.5786  O4 1.411, H13 1.090, H14 1.090, H15 1.090
6 N -4.3845 5.0840 -1.6208  C2 1.467, H16 1.010, H17 1.010
7 H -6.5197 2.8148 -2.9526  C1 1.090
8 H -5.3317 3.8922 -3.9570  C1 1.090
9 H -6.5753 4.4973 -3.0435  C1 1.090
10 H -5.4646 3.4984 -0.8805  C2 1.090
11 H -3.0795 2.9193 -2.6426  C3 1.090
12 H -4.1424 1.6223 -2.2274  C3 1.090
13 H -1.3007 1.8971 -1.1013  C5 1.090
14 H -2.4808 0.6040 -0.9432  C5 1.090
15 H -1.9796 1.4191 0.4726  C5 1.090
16 H -5.1663 5.6950 -1.4323  N6 1.010
17 H -4.0508 5.0581 -0.6679  N6 1.010
18 C -3.0694 -4.6553 4.1125  C19 1.519, H24 1.090, H25 1.090, H26 1.090
19 C -3.6523 -3.2987 3.7555  C18 1.519, C20 1.528, N23 1.451, H27 1.090
20 C -3.0174 -2.7692 2.4702  C19 1.528, O21 1.379, H28 1.090, H29 1.090
21 O -1.6920 -2.4266 2.6329  C20 1.379, C22 1.470
22 C -1.1141 -1.7280 1.4764  O21 1.470, H30 1.090, H31 1.090, H32 1.090
23 N -5.0940 -3.4511 3.7004  C19 1.451, H33 1.010, H34 1.010
24 H -3.2821 -5.4730 3.4239  C18 1.090
25 H -3.5214 -4.9882 5.0468  C18 1.090
26 H -2.0286 -4.5257 4.4095  C18 1.090
27 H -3.3769 -2.5301 4.4776  C19 1.090
28 H -3.5523 -1.8652 2.1790  C20 1.090
29 H -3.2381 -3.4527 1.6503  C20 1.090
30 H -1.8031 -0.9354 1.1844  C22 1.090
31 H -1.0583 -2.4659 0.6761  C22 1.090
32 H -0.1886 -1.2974 1.8587  C22 1.090
33 H -5.2405 -4.1470 4.4176  N23 1.010
34 H -5.2251 -3.9700 2.8438  N23 1.010
35 C 2.7550 -3.1289 -3.1046  C36 1.513, H41 1.090, H42 1.090, H43 1.090
36 C 1.4221 -3.0124 -3.8113  C35 1.513, C37 1.564, N40 1.457, H44 1.090
37 C 0.9231 -4.3677 -4.4104  C36 1.564, O38 1.431, H45 1.090, H46 1.090
38 O 1.7786 -4.9128 -5.4191  C37 1.431, C39 1.412
39 C 1.7575 -4.0804 -6.5598  O38 1.412, H47 1.090, H48 1.090, H49 1.090
40 N 0.3361 -2.4485 -3.0210  C36 1.457, H50 1.010, H51 1.010
41 H 3.5787 -3.3237 -3.7913  C35 1.090
42 H 2.9070 -3.9469 -2.4004  C35 1.090
43 H 3.0579 -2.1805 -2.6607  C35 1.090
44 H 1.6201 -2.2213 -4.5345  C36 1.090
45 H -0.0998 -4.2744 -4.7754  C37 1.090
46 H 0.9242 -5.1079 -3.6103  C37 1.090
47 H 2.3710 -3.1825 -6.4871  C39 1.090
48 H 0.7269 -3.8883 -6.8581  C39 1.090
49 H 2.1916 -4.7041 -7.3413  C39 1.090
50 H -0.4279 -2.2477 -3.6502  N40 1.010
51 H 0.6588 -1.5017 -2.8812  N40 1.010
52 C 4.1125 3.1419 -0.5045  C53 1.542, H58 1.090, H59 1.090, H60 1.090
53 C 4.9503 2.1210 -1.3009  C52 1.542, C54 1.508, N57 1.434, H61 1.090
54 C 6.2652 1.7518 -0.6623  C53 1.508, O55 1.439, H62 1.090, H63 1.090
55 O 7.2315 2.7949 -0.4408  C54 1.439, C56 1.412
56 C 8.3308 2.3070 0.2983  O55 1.412, H64 1.090, H65 1.090, H66 1.090
57 N 4.1339 0.9525 -1.4616  C53 1.434, H67 1.010, H68 1.010
58 H 4.7831 3.9941 -0.3938  C52 1.090
59 H 3.7642 2.9319 0.5068  C52 1.090
60 H 3.2401 3.4097 -1.1005  C52 1.090
61 H 5.1882 2.4898 -2.2987  C53 1.090
62 H 6.7243 0.9011 -1.1659  C54 1.090
63 H 5.9787 1.3821 0.3223  C54 1.090
64 H 9.1681 3.0034 0.2534  C56 1.090
65 H 8.8152 1.4618 -0.1906  C56 1.090
66 H 8.2232 1.9790 1.3322  C56 1.090
67 H 4.5732 0.1167 -1.8201  N57 1.010
68 H 3.6862 0.7256 -0.5852  N57 1.010
69 C -0.3415 1.0863 5.7382  C70 1.486, H75 1.090, H76 1.090, H77 1.090
70 C -0.4250 0.5904 4.3400  C69 1.486, C71 1.549, N74 1.477, H78 1.090
71 C -1.5641 1.2902 3.5585  C70 1.549, O72 1.425, H79 1.090, H80 1.090
72 O -2.8470 0.8426 3.9873  C71 1.425, C73 1.445
73 C -4.0423 1.2370 3.2771  O72 1.445, H81 1.090, H82 1.090, H83 1.090
74 N 0.8810 0.9580 3.7566  C70 1.477, H84 1.010, H85 1.010
75 H 0.3334 0.4415 6.3011  C69 1.090
76 H -1.3141 1.1758 6.2221  C69 1.090
77 H 0.0051 2.1176 5.6705  C69 1.090
78 H -0.4823 -0.4968 4.2870  C70 1.090
79 H -1.4938 1.0722 2.4929  C71 1.090
80 H -1.4327 2.3520 3.7672  C71 1.090
81 H -3.8245 1.1397 2.2135  C73 1.090
82 H -4.3459 2.2363 3.5889  C73 1.090
83 H -4.8808 0.5745 3.4919  C73 1.090
84 H 1.0067 0.7623 2.7738  N74 1.010
85 H 0.9750 1.9503 3.9202  N74 1.010
86 O 1.2747 0.7544 -2.6366  H87 0.957, H88 0.957
87 H 2.1937 1.0095 -2.5551  O86 0.957
88 H 0.9554 1.2458 -3.3934  O86 0.957
89 O 0.7460 3.0159 0.8941  H90 0.957, H91 0.957
90 H 1.5558 3.4176 1.2090  O89 0.957
91 H 1.0096 2.1444 0.5986  O89 0.957
92 O 1.1477 0.4551 0.0890  H93 0.957, H94 0.957
93 H 1.0371 0.3995 -0.8601  O92 0.957
94 H 1.4651 -0.4109 0.3449  O92 0.957
95 O 2.3653 -2.1754 0.2161  H96 0.957, H97 0.957
96 H 1.8735 -2.8608 -0.2362  O95 0.957
97 H 3.2826 -2.3746 0.0286  O95 0.957

Summary:
largest force on an atom: 3.68 eV/Å
multiplicity: 2
E_tot: -47627.40800 eV
gap between HOMO and LUMO (spin up / spin down): 8.781 / 3.016 eV
charge: +1
HOMO energy (spin up / spin down): -0.4128 / -0.4128 Ha

---

Quick rundown of energy above the lowest of the compared OMol25 structures with the same formula, charge and spin, same order as above: 0.0, 0.0 kcal/mol